# 1
Below is a cluster of 3 separate species, C5H13NO2 in total in a non-equilibrium geometry, with properties calculated with ωB97M-V with the def2-TZVPD basis set.

```
21
Properties=species:S:1:pos:R:3:nbo_charge:R:1
C -0.3277 2.8783 -0.1001 -0.3685
C -0.9886 1.9622 -0.8107 -0.2323
C -0.5680 0.5759 -0.3974 -0.2238
C -0.1254 -0.2374 -1.3790 -0.1952
C 0.0055 -1.7285 -1.0049 -0.2402
N -0.4526 -2.5529 -2.1288 -0.9102
H -0.5606 3.9597 -0.2831 0.1809
H 0.2551 2.8132 0.8174 0.2119
H -1.6043 2.1305 -1.6732 0.2218
H -0.6766 0.1917 0.6428 0.1724
H 0.2448 0.2861 -2.3361 0.2222
H 1.1167 -2.0359 -0.8496 0.2082
H -0.5494 -2.1159 -0.1563 0.1960
H -1.2760 -2.6887 -2.6729 0.3900
H 0.2980 -3.1521 -2.4174 0.3627
O -0.2212 1.0272 3.0576 -0.9603
H -0.2563 0.4244 2.3503 0.4764
H -0.9838 1.1973 3.5623 0.4857
O 2.3003 -1.2860 1.7610 -0.9572
H 1.7278 -1.1707 2.5736 0.4829
H 2.6423 -0.4783 1.4445 0.4766
```

Output
max |F|: 0.07676 Eh/bohr
net charge: 0
energy relative to the best compared isomer or geometry (same formula, charge and spin): 412.17 kJ/mol
HOMO energy: -8.40 eV
electronic energy: -10977.607 eV

=====

# 2
Below is a structure of composition C14H17N7O7PS4W in a non-equilibrium geometry, with properties calculated with ωB97M-V with the def2-TZVPD basis set.

```
51
Properties=species:S:1:pos:R:3:nbo_charge:R:1
W 0.1625 0.4708 0.4982 1.4682
N -3.3669 1.3856 -2.1712 -0.7605
C -2.2397 0.9589 -1.5901 0.3019
S -1.2149 2.0993 -0.7927 0.0349
N -1.9602 -0.3287 -1.7291 -0.4113
N -0.8290 -0.6893 -1.1087 -0.2257
C -0.2971 -1.7980 -1.5092 -0.0006
C 0.9379 -2.1258 -0.8369 0.3138
C 1.6878 -3.4195 -0.7041 -0.3801
C 1.8937 -3.7991 1.8801 -0.2038
C 1.4084 -2.8982 2.7152 -0.1388
C 1.4998 -1.4965 2.1885 0.2019
N 1.4147 -1.2218 -0.0804 -0.2585
H -3.5231 2.3750 -2.2521 0.4087
H -3.8115 0.7759 -2.8385 0.4087
H -0.7815 -2.3967 -2.2676 0.2382
H 2.4119 -3.5161 -1.5165 0.2936
H 1.9292 -4.8703 2.0165 0.2456
H 0.9556 -3.1110 3.6725 0.2351
H 2.0580 -0.8122 2.8322 0.2029
O 1.6067 1.1806 -1.1337 -0.9282
S 2.1631 2.0629 -0.0268 2.5500
O 3.4845 2.5375 -0.2125 -0.8951
O 2.0478 0.9582 1.1033 -0.9407
O 1.1090 3.0029 0.3230 -0.9368
C -4.7149 3.7215 3.2351 -0.6324
C -4.0714 3.0313 2.0550 -0.0602
O -2.6448 2.9107 2.2596 -0.8177
P -1.9862 1.5371 2.6705 1.7684
S -2.2564 0.0347 1.3577 -0.3732
S -0.0284 1.7740 2.7712 -0.2860
O -2.7858 1.1885 3.9948 -0.8328
C -2.3899 0.0327 4.7838 -0.0684
C -1.6171 0.4849 6.0002 -0.6340
H -5.7788 3.8657 3.0422 0.2166
H -4.2584 4.6976 3.3971 0.2198
H -4.6016 3.1246 4.1384 0.2219
H -4.1787 3.6147 1.1417 0.1955
H -4.5033 2.0434 1.8799 0.1869
H -1.8033 -0.6431 4.1582 0.2046
H -3.3187 -0.4663 5.0532 0.1945
H -0.6911 0.9778 5.7048 0.2240
H -1.3674 -0.3804 6.6161 0.2190
H -2.2082 1.1772 6.5991 0.2169
O 0.2447 -1.0083 1.8988 -0.7720
N 2.2842 -1.6898 0.8867 -0.2302
C 2.4628 -3.1427 0.6442 -0.0012
C 3.8792 -3.4835 0.4622 0.2643
N 4.9672 -3.8098 0.3039 -0.2589
C 0.8341 -4.6028 -0.7000 0.2708
N 0.1632 -5.5328 -0.6942 -0.2596
```

Output
max |F|: 0.02090 Eh/bohr
multiplicity: 2
net charge: 0
energy relative to the best compared isomer or geometry (same formula, charge and spin): 155.62 kJ/mol
HOMO energy (spin up / spin down): -8.46 / -8.92 eV
expectation value of S²: 0.76
electronic energy: -94013.196 eV

=====

# 3
Below is the ion C4H3N2O2 with charge +1 in a non-equilibrium geometry, with properties calculated with ωB97M-V with the def2-TZVPD basis set.

```
11
Properties=species:S:1:pos:R:3:nbo_charge:R:1
C -0.9944 -0.9458 1.1024 0.2393
C -1.4805 0.1666 0.8805 0.1514
C 0.1262 0.8394 -0.5374 0.3028
C 0.7249 -2.2134 0.9312 0.6295
N 0.7430 -0.2113 -0.2988 -0.2444
N -1.1531 1.0605 -0.0342 -0.5676
O -0.4553 -2.0657 1.4837 -0.3223
O 1.2571 -1.3935 0.1257 -0.1732
H 0.6149 1.6375 -1.2452 0.2485
H 1.3607 -3.1998 1.0031 0.2782
H -1.7162 1.8917 0.0309 0.4580
```

Output
max |F|: 0.06080 Eh/bohr
net charge: +1
energy relative to the best compared isomer or geometry (same formula, charge and spin): 618.62 kJ/mol
HOMO energy (spin up / spin down): -14.42 / -14.42 eV
electronic energy: -11255.216 eV

=====

# 4
Below is a structure of composition C57H46AsOP2RuS in a non-equilibrium geometry, with properties calculated with ωB97M-V with the def2-TZVPD basis set.

```
109
Properties=species:S:1:pos:R:3:lowdin_charge:R:1
Ru -1.1363 0.5028 0.7793 0.6606
S -2.8862 1.9137 1.0015 0.9431
C -2.5093 3.4974 0.5423 -0.6448
C -3.3727 4.5285 0.9910 -0.0523
C -3.2193 5.7904 0.4642 -0.0150
C -2.2386 6.0216 -0.5073 0.0275
C -1.3706 5.0061 -0.9391 -0.0540
C -1.4773 3.7515 -0.3915 -0.3658
As -0.5128 2.1925 -1.0089 1.3609
C -1.4056 2.1308 -2.7384 -0.3573
C -0.7016 2.1341 -3.9353 -0.0858
C -1.3932 2.2551 -5.1370 -0.0405
C -2.7735 2.3937 -5.1421 -0.0422
C -3.4741 2.3948 -3.9407 -0.0524
C -2.7930 2.2508 -2.7423 -0.1203
C 1.2544 2.7921 -1.4303 -0.3737
C 2.0583 1.9434 -2.1882 -0.1508
C 3.3090 2.3719 -2.6033 -0.0528
C 3.7645 3.6356 -2.2425 -0.0291
C 2.9739 4.4632 -1.4524 -0.0407
C 1.7189 4.0417 -1.0380 -0.1233
H -4.1476 4.3167 1.7220 0.1257
H -3.8703 6.5951 0.7877 0.1337
H -2.1520 7.0102 -0.9485 0.1354
H -0.6510 5.2072 -1.7177 0.1224
H 0.3725 2.0632 -3.9556 0.0908
H -0.8417 2.2610 -6.0700 0.1232
H -3.3053 2.5027 -6.0811 0.1249
H -4.5532 2.5167 -3.9361 0.1243
H -3.3591 2.2289 -1.8227 0.0870
H 1.7196 0.9482 -2.4467 0.1030
H 3.9248 1.7244 -3.2163 0.1237
H 4.7410 3.9717 -2.5723 0.1256
H 3.3382 5.4410 -1.1553 0.1242
H 1.1217 4.6887 -0.4112 0.0905
C 1.6681 -4.9907 -2.4541 -0.0036
C 1.7375 -4.5166 -0.9891 -0.4114
C 2.7412 -5.3857 -0.2082 0.0044
C 0.3386 -4.6373 -0.3585 -0.0757
C -0.3427 -5.8547 -0.3749 0.0117
C -1.6478 -5.9660 0.0635 -0.0276
C -2.3276 -4.8323 0.4926 -0.0731
C -1.6813 -3.5990 0.5570 -0.2731
P -2.8360 -2.2043 0.8528 1.1485
C -2.3013 -1.1077 2.2222 -0.4868
C -1.2305 -1.4999 3.0357 -0.1256
C -1.0327 -0.9443 4.2938 -0.0428
C -1.9240 0.0047 4.7776 -0.0265
C -3.0365 0.3694 4.0200 -0.0640
C -3.2390 -0.2024 2.7775 -0.2072
C -2.7059 -1.3266 -0.7509 -0.3995
C -1.4908 -1.1264 -1.4453 -0.1459
C -1.4831 -0.9281 -2.8262 -0.0643
C -2.6781 -0.8939 -3.5175 -0.0414
C -3.8896 -1.0005 -2.8276 -0.0264
C -3.9049 -1.2257 -1.4604 -0.0851
C -0.3305 -3.5611 0.1851 -0.1911
O 0.3115 -2.3455 0.3529 -0.1300
C 1.5320 -2.1146 -0.2411 -0.2350
C 2.0231 -0.8321 -0.0052 -0.2557
C 3.2204 -0.4369 -0.5833 -0.0688
C 3.8912 -1.3474 -1.3884 -0.0267
C 3.4090 -2.6453 -1.5374 0.0328
C 2.2179 -3.0698 -0.9452 -0.0739
P 1.1089 -0.1599 1.3816 1.1069
C 1.1339 1.5435 1.8527 -0.3706
C -0.1262 1.7599 2.4504 -0.2515
C -0.4904 3.0333 2.9073 -0.0512
C 0.4322 4.0551 2.8118 -0.0095
C 1.6878 3.8279 2.2266 -0.0058
C 2.0337 2.5867 1.7124 -0.0640
C 1.9857 -1.0796 2.7207 -0.2802
C 3.0667 -0.4037 3.2963 -0.0636
C 3.8852 -1.0411 4.2208 -0.0381
C 3.6352 -2.3557 4.5889 -0.0324
C 2.5878 -3.0444 3.9933 -0.0353
C 1.7746 -2.4174 3.0585 -0.0919
H 1.3480 -6.0321 -2.5107 0.0928
H 2.6492 -4.9278 -2.9317 0.0912
H 0.9624 -4.3840 -3.0272 0.1002
H 2.4465 -6.4360 -0.2415 0.0965
H 2.7961 -5.0751 0.8387 0.0943
H 3.7421 -5.3053 -0.6432 0.0979
H 0.1617 -6.7386 -0.7538 0.1300
H -2.1515 -6.9235 0.0369 0.1253
H -3.3748 -4.8965 0.7675 0.1082
H -0.6237 -2.3119 2.6904 0.0701
H -0.2025 -1.2755 4.9078 0.1275
H -1.7841 0.4217 5.7710 0.1327
H -3.7741 1.0537 4.4269 0.1293
H -4.1696 -0.0240 2.2542 0.0950
H -0.5492 -1.2603 -0.9488 0.0523
H -0.5421 -0.8518 -3.3581 0.1213
H -2.6755 -0.7920 -4.5965 0.1276
H -4.8293 -0.9565 -3.3712 0.1294
H -4.8502 -1.3903 -0.9514 0.1125
H 3.6428 0.5448 -0.3961 0.1099
H 4.8216 -1.0598 -1.8656 0.1246
H 3.9951 -3.3534 -2.1150 0.1319
H -0.7543 0.8997 2.7276 0.0406
H -1.4478 3.1941 3.3917 0.1258
H 0.1899 5.0354 3.2065 0.1316
H 2.4026 4.6418 2.1628 0.1359
H 2.9962 2.4484 1.2326 0.1272
H 3.2891 0.6229 3.0401 0.0981
H 4.7214 -0.5015 4.6512 0.1237
H 4.2606 -2.8441 5.3287 0.1267
H 2.4042 -4.0826 4.2481 0.1249
H 1.0236 -3.0112 2.5723 0.0901
```

Output
max |F|: 0.04005 Eh/bohr
net charge: +3
HOMO energy (spin up / spin down): -15.43 / -15.43 eV
electronic energy: -154709.977 eV

=====

# 5
Below is a structure of composition C11H14BN7SeTi in a non-equilibrium geometry, with properties calculated with ωB97M-V with the def2-TZVPD basis set.

```
35
Properties=species:S:1:pos:R:3:nbo_charge:R:1
H 0.9710 3.3335 1.5470 0.2351
N 0.5496 1.7505 0.1835 -0.3994
B 0.1634 0.3478 -1.9315 0.5387
N 0.5436 1.6818 -1.2112 -0.3101
C 0.9002 2.8713 -1.7179 0.0254
Ti -0.0200 -0.0800 1.1849 1.3962
H 0.9551 2.9879 -2.7864 0.2273
C 1.1370 3.7507 -0.6592 -0.3503
H 1.4352 4.7610 -0.7477 0.2344
C 0.9005 3.0200 0.5025 0.0150
H 0.2249 0.4759 -3.1036 -0.0243
C -0.5607 -1.8331 2.3405 -1.1054
H -0.5875 -1.8372 3.4099 0.2111
H 0.2424 -2.5492 2.0668 0.1948
H -1.6048 -2.0121 2.0322 0.2026
N -1.2726 -0.0508 -1.4942 -0.3148
N 1.1475 -0.7602 -1.4465 -0.3130
N -1.5727 -0.2328 -0.1376 -0.3930
N 1.2709 -1.0592 -0.0853 -0.3965
C -2.3835 -0.2390 -2.2213 0.0340
C 2.0032 -1.5252 -2.1369 0.0240
H -2.3357 -0.1262 -3.2940 0.2286
H 2.0615 -1.4154 -3.2072 0.2269
C -3.4347 -0.5614 -1.3599 -0.3491
C 2.6846 -2.3569 -1.2434 -0.3471
C -2.8866 -0.5525 -0.0777 0.0286
C 2.1897 -2.0467 0.0190 0.0025
H -4.4350 -0.7672 -1.6453 0.2368
H 3.4224 -3.0699 -1.4940 0.2345
H -3.3719 -0.7525 0.8786 0.2378
H 2.4471 -2.4607 0.9936 0.2348
H -0.9415 0.8464 2.4134 0.0769
Se 0.0118 0.0123 6.3036 0.0513
C 0.0329 0.0968 4.6636 0.0583
N 0.1129 0.3522 3.4616 -0.6525
```

Output
max |F|: 0.14907 Eh/bohr
multiplicity: 3
net charge: 0
energy relative to the best compared isomer or geometry (same formula, charge and spin): 0.00 kJ/mol
HOMO energy (spin up / spin down): -7.17 / -7.32 eV
expectation value of S²: 2.02
electronic energy: -111200.962 eV

=====

# 6
Below is a structure of composition C5H6N2 in a non-equilibrium geometry, with properties calculated with ωB97M-V with the def2-TZVPD basis set.

```
13
Properties=species:S:1:pos:R:3:nbo_charge:R:1
C 0.4788 0.4103 -1.0301 0.1817
N -2.0264 -1.5425 0.6769 -0.7271
C 0.2906 0.5091 0.9531 0.1401
C 1.2333 1.1157 -1.8363 -0.5540
N 1.3712 0.6632 1.5850 -0.5938
C -0.0820 -0.5193 -0.2850 -0.3001
C -1.0968 -1.4205 -0.2460 0.1195
H -2.1786 -0.8954 1.4477 0.3618
H -2.5893 -2.3780 0.7028 0.3945
H 2.1989 0.4363 1.0300 0.3474
H -0.6389 0.7959 1.4457 0.1656
H 1.2034 2.1973 -1.8499 0.2258
H 1.8358 0.6281 -2.5940 0.2386
```

Output
max |F|: 0.05603 Eh/bohr
net charge: 0
energy relative to the best compared isomer or geometry (same formula, charge and spin): 559.33 kJ/mol
HOMO energy (spin up / spin down): -8.04 / -8.04 eV
electronic energy: -8256.561 eV

=====

# 7
Below is a cluster of 2 separate species, C2H7P in total in a non-equilibrium geometry, with properties calculated with ωB97M-V with the def2-TZVPD basis set.

```
10
Properties=species:S:1:pos:R:3:nbo_charge:R:1
C 0.7105 -0.9126 0.9443 -0.6942
C 0.4824 0.5509 0.7088 -0.2866
P -0.9476 0.4387 -2.1863 0.0219
H -0.1895 -1.3292 1.2679 0.2139
H 1.0301 -1.4883 0.0624 0.2257
H 1.3741 -1.0370 1.8900 0.2191
H 1.0260 0.9817 -0.0927 0.1809
H -0.1952 1.1510 1.3888 0.1894
H -1.1841 1.8447 -2.2756 -0.0328
H -2.1067 -0.1999 -1.7076 -0.0373
```

Output
max |F|: 0.03939 Eh/bohr
net charge: 0
energy relative to the best compared isomer or geometry (same formula, charge and spin): 356.08 kJ/mol
HOMO energy (spin up / spin down): -8.10 / -8.60 eV
electronic energy: -11472.272 eV

=====

# 8
Below is a cluster of 2 separate species, C3H3NO2S in total in a non-equilibrium geometry, with properties calculated with ωB97M-V with the def2-TZVPD basis set.

```
10
Properties=species:S:1:pos:R:3:nbo_charge:R:1
S -1.0587 0.5409 1.1398 0.1285
C 0.2083 -0.3551 0.4127 0.0614
N 1.2982 -0.9319 0.4387 -0.3749
C 0.7408 -0.9850 -0.8782 -0.2997
H -0.7705 0.4553 2.3692 0.1231
H 0.1616 -1.8815 -1.2680 0.1633
H 1.4540 -0.7570 -1.7112 0.1980
O -1.6924 3.9040 1.3405 -0.5154
C -1.2464 4.4409 0.4388 1.0210
O -0.6799 4.8960 -0.4389 -0.5053
```

Output
max |F|: 0.07120 Eh/bohr
net charge: 0
energy relative to the best compared isomer or geometry (same formula, charge and spin): 303.92 kJ/mol
HOMO energy: -9.23 eV
electronic energy: -19577.626 eV